# C16H18N4O2S

An isolated molecule of C16H18N4O2S at a distorted geometry (ωB97M-V/def2-TZVPD, OMol25).

Structure (XYZ):
```
41
Properties=species:S:1:pos:R:3
H -1.685 -1.269 2.237
H -2.566 -3.784 -0.055
C -0.103 3.735 -1.433
C -0.632 -1.832 -1.013
C 3.266 0.398 -0.360
H -2.404 -4.002 -1.800
C -2.726 -3.309 -1.023
C 3.245 0.461 1.184
N 0.951 1.594 -1.122
C 0.341 -2.940 -0.764
H -3.642 0.602 2.062
C 0.979 -0.078 1.851
C -1.945 1.948 1.806
H -0.857 4.195 -0.800
H -3.789 -3.123 -1.145
C -0.383 0.455 1.948
H 4.000 1.162 1.543
H 1.117 -2.954 -1.529
H -2.315 2.946 1.673
H -0.168 -3.899 -0.778
O -0.618 1.779 1.773
O 1.217 -1.273 1.934
C -1.572 -0.214 2.093
S -2.871 -0.542 -1.357
C -1.403 0.374 -1.320
N 1.944 0.860 1.659
H 3.439 -0.531 1.600
H 2.098 -1.315 -0.559
H 4.190 -0.075 -0.697
N -1.380 1.695 -1.422
H 3.189 1.403 -0.778
H -0.304 4.033 -2.461
C -0.185 2.248 -1.324
C -0.280 -0.448 -1.132
H 1.641 1.796 1.430
H 0.889 4.073 -1.149
C -1.973 -2.026 -1.111
C 0.941 0.264 -1.028
N 2.141 -0.353 -0.859
H 0.797 -2.812 0.220
C -2.586 0.761 2.003
```

The total energy comes out at -37776.125 eV. Its SMILES is Cc1nc(NCCNC(=O)c2ccco2)c2c(C)c(C)sc2n1.

Atomic partial charges in e from the natural (NBO) method, atoms 1 to 6: number 1, H, carries 0.242; number 2, H, carries 0.224; number 3, C, carries -0.646; number 4, C, carries -0.037; number 5, C, carries -0.237; number 6, H, carries 0.225

***

# C16H18N5OReS2

C16H18N5OReS2 as an isolated structure (ωB97M-V/def2-TZVPD, OMol25).

Structure (XYZ):
```
43
Properties=species:S:1:pos:R:3
H 0.873 5.742 -2.223
O 2.097 0.173 0.385
N -2.933 0.479 0.038
C 1.640 -2.155 1.773
S -4.103 -0.500 2.262
H -2.725 2.489 -1.463
H 1.089 -4.645 0.885
C -0.843 -1.973 -1.002
H -0.433 -5.314 -0.960
C 1.780 4.281 -0.936
C -2.869 0.112 1.270
C -0.554 2.881 -1.152
C 0.544 -3.895 0.328
C 3.099 -0.604 0.575
Re 0.093 0.437 0.424
H -6.344 -0.911 1.729
H 1.215 -1.357 2.384
H -1.701 -3.526 -2.181
C -0.438 4.082 -1.820
C -0.316 -4.270 -0.700
C -1.780 2.127 -1.070
C 4.435 -0.213 0.059
H -1.267 4.464 -2.401
H 1.818 -3.003 2.429
H -1.382 -1.180 -1.502
N -1.726 1.052 -0.364
H 5.049 -1.081 -0.175
H 3.742 -2.322 1.376
C -1.021 -3.287 -1.377
H 2.714 4.811 -0.814
N 2.939 -1.718 1.251
H -5.332 -1.062 0.268
H 4.953 0.364 0.830
C 0.697 -2.565 0.656
H 2.388 2.620 0.299
C 1.603 3.059 -0.301
N 0.461 2.369 -0.396
H 4.323 0.409 -0.825
C 0.757 4.795 -1.713
S -1.242 0.347 2.106
N 0.000 -1.607 -0.011
H -5.769 0.561 0.901
C -5.531 -0.469 1.156
```

The total energy comes out at -50155.986 eV. Its expectation value of S² is 0.766. As for the charge: +3. Its spin multiplicity is 2.

Atomic partial charges in e from the natural (NBO) method, atoms 1 to 6: number 1, H, carries 0.279; number 2, O, carries -0.746; number 3, N, carries -0.330; number 4, C, carries -0.278; number 5, S, carries 0.502; number 6, H, carries 0.273

***

# C16H18N6O7

An isolated molecule of C16H18N6O7 at a distorted geometry (ωB97M-V/def2-TZVPD, OMol25).

Structure (XYZ):
```
47
Properties=species:S:1:pos:R:3
O -2.767 3.556 0.932
C 2.781 1.115 2.685
O -4.936 -2.184 -2.530
H 1.302 1.304 1.128
H -1.099 -2.293 2.218
H -3.333 -2.381 2.703
N -4.801 -1.181 -1.853
N -1.705 -1.656 -2.154
N -5.627 0.648 -0.716
N -3.594 2.871 0.258
C -2.803 1.025 2.785
H -2.462 1.023 3.831
H -0.992 1.945 2.079
H 3.287 -2.051 3.270
H -4.651 -0.157 2.804
H 1.242 -2.124 2.216
C -3.330 1.498 0.065
C -4.238 0.621 -0.626
C 2.727 -1.118 3.405
C -3.597 -0.233 2.490
O -0.392 -1.413 -1.910
O -4.620 3.404 -0.225
C -2.907 -1.446 3.087
H -0.968 -1.662 3.846
C -1.544 1.015 1.892
C -1.494 -0.140 -0.397
H 2.811 1.481 3.729
C 1.327 1.136 2.218
C -2.363 -0.854 -1.233
C -0.726 -0.204 2.339
O 0.909 -0.071 -0.571
C -3.742 -0.525 -1.262
H -1.250 1.893 -0.021
N -0.225 -0.447 -0.843
H 2.742 -0.809 4.469
C 1.281 -1.339 2.994
N 0.585 -0.119 2.526
H -3.087 -1.450 4.172
C -1.849 1.079 0.438
O -5.954 -0.446 -1.462
H 0.822 1.975 2.719
C -1.386 -1.436 2.852
H 3.393 1.751 2.036
H -3.384 1.931 2.606
H -3.619 -0.379 1.407
H 0.794 -1.727 3.899
O 3.396 -0.169 2.580
```

The total energy comes out at -40142.839 eV.

Atomic partial charges in e from the natural (NBO) method, atoms 1 to 6: number 1, O, carries -0.542; number 2, C, carries -0.081; number 3, O, carries -0.379; number 4, H, carries 0.264; number 5, H, carries 0.264; number 6, H, carries 0.226

***

# C16H19BF16O6

A 3-piece molecular cluster, C16H19BF16O6 overall at a distorted geometry (ωB97M-V/def2-TZVPD, OMol25).

Structure (XYZ):
```
58
Properties=species:S:1:pos:R:3
C 1.283 -2.636 0.727
F 2.873 -4.412 0.675
C 0.067 -0.316 -1.993
H -6.081 5.857 -0.688
O -4.792 3.887 0.660
F 1.372 -5.521 2.180
C 3.649 -3.736 3.003
H 0.504 -1.228 -2.353
C 4.297 1.021 -0.399
H 4.846 -0.156 -2.106
H 4.273 -1.061 -0.764
C -4.330 4.609 -0.424
O 2.765 -0.304 -1.861
H -0.962 -0.408 -2.326
F 3.479 -2.451 -0.053
H 4.831 1.797 -0.914
C -4.804 1.027 -1.363
B 2.288 0.758 -2.522
C 2.552 -4.358 3.880
H 3.383 1.369 0.050
H -3.804 0.588 -1.284
O 0.738 1.047 0.949
C 1.967 -5.678 3.382
F 3.115 -4.611 5.096
F -6.580 1.906 -0.064
F 0.509 -3.205 1.678
H 0.244 1.308 -3.417
H 2.568 2.459 -3.266
C -4.426 2.509 0.740
F -4.769 2.042 -2.244
C 0.702 0.977 -2.504
O 3.086 1.661 -3.163
H 4.247 -4.496 2.501
F -4.943 5.843 -2.334
F -5.634 0.092 -1.888
H -4.510 2.275 1.800
F -6.253 4.195 -1.759
H 4.328 -3.235 3.690
F 0.810 -3.035 -0.479
H -0.312 2.573 -1.277
C -5.306 1.467 0.015
H 2.744 -6.444 3.302
F -5.324 0.360 0.806
C 2.734 -3.084 0.884
H 1.195 -1.555 0.805
F -3.461 3.851 -1.121
F 1.569 -3.456 4.082
C -5.467 5.174 -1.280
H 4.915 0.688 0.416
O 0.031 -0.277 -0.579
H 1.433 2.473 -1.084
C 4.094 -0.171 -1.335
O 3.236 -2.720 2.113
H -3.373 2.373 0.503
F -3.631 5.657 0.066
F 1.027 -6.110 4.259
C 0.534 1.914 -1.276
C 0.475 0.906 -0.139
```

The total energy comes out at -73343.192 eV. Its SMILES is FC(F)C(F)(F)COC(F)(F)C(F)F.FC(F)C(F)(F)COC(F)(F)C(F)F.CCOB(O)[C@H]1COC(=O)C1.

Atomic partial charges in e from the natural (NBO) method, atoms 1 to 6: number 1, C, carries 0.495; number 2, F, carries -0.321; number 3, C, carries -0.056; number 4, H, carries 0.154; number 5, O, carries -0.504; number 6, F, carries -0.319

***

# C16H19BFIO8

A 2-piece molecular cluster, C16H19BFIO8 overall (ωB97M-V/def2-TZVPD, OMol25).

Structure (XYZ):
```
46
Properties=species:S:1:pos:R:3
C -3.105 0.497 2.357
O -0.324 4.028 -2.947
H 2.146 1.001 -0.061
H -0.695 -2.129 2.801
H 2.936 0.160 4.586
H 2.594 1.460 1.575
C -0.649 2.983 -3.693
C 3.420 -1.455 3.246
H -0.433 3.745 -2.018
H -3.411 -0.348 0.425
H -2.392 -2.373 2.531
C 2.206 0.637 0.968
H -1.754 -0.296 -3.022
O -0.999 1.660 -6.952
C -0.620 2.985 -5.033
C 0.820 0.254 1.487
O -1.286 -3.534 0.020
H 0.532 -1.412 0.096
C 2.943 -0.927 4.574
F -4.210 1.284 2.283
H -2.300 1.015 0.495
C -1.453 0.567 -3.599
O 3.826 -0.487 2.376
H 0.261 1.146 1.784
O 3.470 -2.617 2.973
C -1.130 -3.431 1.187
H -1.645 -0.190 -6.615
O -1.764 -0.470 -5.684
H 1.943 -1.315 4.764
C -2.596 0.094 1.008
I -0.336 -5.098 2.315
H -0.326 3.850 -5.610
C 3.210 -0.499 1.077
C -1.445 -2.215 2.007
C -0.997 1.781 -5.742
O -1.033 1.873 -1.680
C -1.427 0.568 -4.941
H 0.924 -0.371 2.382
H -0.205 0.135 -0.412
O -2.640 0.239 3.419
C -1.061 1.765 -2.896
C -0.012 -0.526 0.436
H 3.617 -1.278 5.355
H 2.753 -1.477 0.906
H 4.007 -0.383 0.343
B -1.362 -0.894 1.129
```

The total energy comes out at -44774.842 eV. Its SMILES is CC(=O)OCCCCB(CC(=O)F)CC(=O)I.O=C1C=C(O)C(=O)C=C1O.

Atomic partial charges in e from the natural (NBO) method, atoms 1 to 6: number 1, C, carries 0.902; number 2, O, carries -0.622; number 3, H, carries 0.210; number 4, H, carries 0.278; number 5, H, carries 0.229; number 6, H, carries 0.221

***

# C16H19Cl2NNiS2

C16H19Cl2NNiS2 as an isolated structure (ωB97M-V/def2-TZVPD, OMol25).

Structure (XYZ):
```
41
Properties=species:S:1:pos:R:3
H 3.054 -2.973 -0.673
H 1.902 -1.005 -2.578
H -1.868 4.291 -3.236
C 1.167 1.107 2.797
H 1.700 -0.890 3.417
H -2.441 0.225 -0.399
S 1.580 -2.625 1.211
C 1.127 2.181 -0.828
N 0.166 1.353 -0.508
H 3.885 -3.255 0.873
S 0.719 3.441 -1.866
H 1.310 -4.963 0.816
H -4.330 1.177 -1.616
Ni 0.278 -0.253 0.651
C -0.395 -0.742 2.962
H -2.437 -0.237 2.485
C -2.292 1.108 -1.009
H 0.500 -1.122 -3.708
C -0.909 2.863 -1.920
C -3.357 1.643 -1.693
C -1.046 1.726 -1.129
C -1.152 1.471 2.300
H 3.566 -1.601 0.341
H -0.634 -1.763 3.231
H -4.063 3.189 -3.022
H 0.809 -4.017 -0.614
H -1.962 2.127 2.009
C -1.414 0.116 2.544
C -1.987 3.410 -2.620
C 0.903 -0.242 3.080
Cl 1.455 -3.198 -3.256
Cl -0.172 -1.523 -1.483
C -3.206 2.789 -2.497
H 0.332 3.018 2.266
H 2.136 2.081 -0.448
H -0.236 -4.100 0.826
C 0.131 1.970 2.446
H 2.176 1.484 2.906
C 1.033 -1.575 -2.881
C 3.177 -2.616 0.350
C 0.793 -4.070 0.472
```

The total energy comes out at -106133.371 eV. Its expectation value of S² is 2.007. As for the charge: +2. Its spin multiplicity is 3.

Atomic partial charges in e from the natural (NBO) method, atoms 1 to 6: number 1, H, carries 0.238; number 2, H, carries 0.231; number 3, H, carries 0.254; number 4, C, carries -0.238; number 5, H, carries 0.268; number 6, H, carries 0.217

***

# C16H19Cl2NO2

An isolated molecule of C16H19Cl2NO2 at a distorted geometry (ωB97M-V/def2-TZVPD, OMol25).

Structure (XYZ):
```
40
Properties=species:S:1:pos:R:3
O -0.806 -4.009 0.009
C -3.135 -0.927 0.291
C 2.790 -0.775 -0.225
H 4.439 1.884 -0.723
N -0.897 -1.724 -0.633
H -1.209 0.292 1.971
C 1.211 -2.653 -0.034
C -2.905 2.670 -0.419
H -0.772 2.775 -0.977
C -3.200 1.476 -0.588
H -0.059 2.266 1.408
H -2.838 1.132 -1.746
H -3.289 3.432 -1.052
C 3.052 0.433 -0.527
Cl 1.702 1.239 -1.146
H -0.518 -0.960 -0.651
C -2.469 -1.959 -0.871
C -0.223 -2.916 -0.236
H -4.372 1.190 -0.532
C -1.089 2.440 1.210
C 5.120 -1.236 0.433
H -1.225 4.134 0.204
O 1.477 -1.526 -0.328
H 5.921 -1.810 0.543
H -2.865 -1.248 1.124
C 5.335 0.230 -0.040
C 4.259 0.900 -0.575
H 3.640 -2.729 0.803
H -4.262 -0.910 0.471
C -1.579 0.818 1.178
C 3.728 -1.757 0.371
C -1.541 3.128 -0.151
C -2.654 0.492 0.294
Cl 6.956 0.977 0.174
H -3.449 2.986 0.638
H -1.414 2.759 2.002
H 1.555 -3.252 -0.572
H -2.822 -1.449 -1.640
H 1.337 -2.872 1.040
H -2.933 -2.942 -0.496
```

The total energy comes out at -47516.559 eV. Its SMILES is O=C(COc1ccc(Cl)cc1Cl)NCCC1=CCCCC1.

Atomic partial charges in e from the natural (NBO) method, atoms 1 to 6: number 1, O, carries -0.639; number 2, C, carries -0.416; number 3, C, carries 0.324; number 4, H, carries 0.241; number 5, N, carries -0.592; number 6, H, carries 0.188

***

# C16H19ClN2O3

C16H19ClN2O3 as an isolated structure at a distorted geometry (ωB97M-V/def2-TZVPD, OMol25).

Structure (XYZ):
```
41
Properties=species:S:1:pos:R:3
H 2.135 3.724 2.342
N 1.859 -2.300 -0.533
H 0.987 1.723 3.233
O 4.159 -0.836 -0.694
H -2.572 -0.947 -1.025
C 0.787 3.719 2.485
C -0.342 -1.708 -0.914
C -1.222 -4.250 -0.667
O 2.863 1.188 -0.702
O -1.677 1.602 0.677
C -2.108 -3.120 -0.690
H -1.760 3.751 1.365
C 0.445 -0.447 -0.832
H 0.412 6.819 1.073
C 3.032 -0.144 -0.834
H 1.978 6.050 1.341
C 0.025 4.778 1.369
C 1.848 -1.002 -0.878
C -1.295 4.766 1.749
H -1.740 5.473 0.978
H -1.564 5.088 2.676
H 3.826 1.542 -0.699
C -1.585 -1.776 -1.210
C 0.523 -2.670 -0.772
C 0.164 -4.008 -0.453
H -1.769 -5.153 -0.504
H 0.734 1.601 -1.670
H 0.320 4.212 0.617
H 1.499 1.578 0.983
H 2.739 -2.827 -0.607
C 0.828 6.128 1.687
H 0.745 6.569 2.516
H 0.643 -4.931 -0.421
C -0.187 0.908 -1.038
C 0.120 2.369 2.320
Cl -3.755 -3.464 -1.020
C -0.534 1.514 0.134
H 0.765 4.212 3.425
H -0.697 0.820 -1.801
H -0.712 2.279 2.608
N 0.588 1.695 1.093
```

The total energy comes out at -38533.624 eV.

Atomic partial charges in e from the natural (NBO) method, atoms 1 to 6: number 1, H, carries 0.167; number 2, N, carries -0.513; number 3, H, carries 0.128; number 4, O, carries -0.638; number 5, H, carries 0.266; number 6, C, carries -0.375

***

What did the third record say?
# C16H18N6O7

An isolated molecule of C16H18N6O7 at a distorted geometry (ωB97M-V/def2-TZVPD, OMol25).

Structure (XYZ):
```
47
Properties=species:S:1:pos:R:3
O -2.767 3.556 0.932
C 2.781 1.115 2.685
O -4.936 -2.184 -2.530
H 1.302 1.304 1.128
H -1.099 -2.293 2.218
H -3.333 -2.381 2.703
N -4.801 -1.181 -1.853
N -1.705 -1.656 -2.154
N -5.627 0.648 -0.716
N -3.594 2.871 0.258
C -2.803 1.025 2.785
H -2.462 1.023 3.831
H -0.992 1.945 2.079
H 3.287 -2.051 3.270
H -4.651 -0.157 2.804
H 1.242 -2.124 2.216
C -3.330 1.498 0.065
C -4.238 0.621 -0.626
C 2.727 -1.118 3.405
C -3.597 -0.233 2.490
O -0.392 -1.413 -1.910
O -4.620 3.404 -0.225
C -2.907 -1.446 3.087
H -0.968 -1.662 3.846
C -1.544 1.015 1.892
C -1.494 -0.140 -0.397
H 2.811 1.481 3.729
C 1.327 1.136 2.218
C -2.363 -0.854 -1.233
C -0.726 -0.204 2.339
O 0.909 -0.071 -0.571
C -3.742 -0.525 -1.262
H -1.250 1.893 -0.021
N -0.225 -0.447 -0.843
H 2.742 -0.809 4.469
C 1.281 -1.339 2.994
N 0.585 -0.119 2.526
H -3.087 -1.450 4.172
C -1.849 1.079 0.438
O -5.954 -0.446 -1.462
H 0.822 1.975 2.719
C -1.386 -1.436 2.852
H 3.393 1.751 2.036
H -3.384 1.931 2.606
H -3.619 -0.379 1.407
H 0.794 -1.727 3.899
O 3.396 -0.169 2.580
```

The total energy comes out at -40142.839 eV.

Atomic partial charges in e from the natural (NBO) method, atoms 1 to 6: number 1, O, carries -0.542; number 2, C, carries -0.081; number 3, O, carries -0.379; number 4, H, carries 0.264; number 5, H, carries 0.264; number 6, H, carries 0.226

***

Q: What is the total energy in the sixth record?
A: -106133.371 eV

***

Copy entry 5 word for word.
# C16H19BFIO8

A 2-piece molecular cluster, C16H19BFIO8 overall (ωB97M-V/def2-TZVPD, OMol25).

Structure (XYZ):
```
46
Properties=species:S:1:pos:R:3
C -3.105 0.497 2.357
O -0.324 4.028 -2.947
H 2.146 1.001 -0.061
H -0.695 -2.129 2.801
H 2.936 0.160 4.586
H 2.594 1.460 1.575
C -0.649 2.983 -3.693
C 3.420 -1.455 3.246
H -0.433 3.745 -2.018
H -3.411 -0.348 0.425
H -2.392 -2.373 2.531
C 2.206 0.637 0.968
H -1.754 -0.296 -3.022
O -0.999 1.660 -6.952
C -0.620 2.985 -5.033
C 0.820 0.254 1.487
O -1.286 -3.534 0.020
H 0.532 -1.412 0.096
C 2.943 -0.927 4.574
F -4.210 1.284 2.283
H -2.300 1.015 0.495
C -1.453 0.567 -3.599
O 3.826 -0.487 2.376
H 0.261 1.146 1.784
O 3.470 -2.617 2.973
C -1.130 -3.431 1.187
H -1.645 -0.190 -6.615
O -1.764 -0.470 -5.684
H 1.943 -1.315 4.764
C -2.596 0.094 1.008
I -0.336 -5.098 2.315
H -0.326 3.850 -5.610
C 3.210 -0.499 1.077
C -1.445 -2.215 2.007
C -0.997 1.781 -5.742
O -1.033 1.873 -1.680
C -1.427 0.568 -4.941
H 0.924 -0.371 2.382
H -0.205 0.135 -0.412
O -2.640 0.239 3.419
C -1.061 1.765 -2.896
C -0.012 -0.526 0.436
H 3.617 -1.278 5.355
H 2.753 -1.477 0.906
H 4.007 -0.383 0.343
B -1.362 -0.894 1.129
```

The total energy comes out at -44774.842 eV. Its SMILES is CC(=O)OCCCCB(CC(=O)F)CC(=O)I.O=C1C=C(O)C(=O)C=C1O.

Atomic partial charges in e from the natural (NBO) method, atoms 1 to 6: number 1, C, carries 0.902; number 2, O, carries -0.622; number 3, H, carries 0.210; number 4, H, carries 0.278; number 5, H, carries 0.229; number 6, H, carries 0.221